1.
Entry from the OMol25 dataset: the ion C2H3BrN with charge +1 in a non-equilibrium geometry (ωB97M-V/def2-TZVPD).

Each line ends with the natural charge from an NBO analysis.
Atoms and positions in Å:
C -0.4318 -0.1201 0.1765  -0.01
C -1.1676 0.8279 0.6399  -0.09
N 0.7921 -0.5428 -0.3534  -0.70
Br -2.6110 1.7539 0.9578  0.39
H 1.4214 0.2891 -0.4543  0.47
H 0.7548 -1.1090 -1.2955  0.49
H 1.2420 -1.0990 0.3290  0.46

Results
Molar mass ... 121.0 u
Multiplicity ... 1
E_HOMO ... -14.528 eV
Charge ... +1

---

2.
Entry from the OMol25 dataset: a cluster of 2 separate species, C3H5N3O in total in a non-equilibrium geometry (ωB97M-V/def2-TZVPD).

Each line ends with the natural charge from an NBO analysis.
Atoms and positions in Å:
N 0.2921 1.6344 -0.1735  -0.64
C 0.6621 0.3175 0.0505  -0.06
C 1.7337 -0.4454 -0.3255  0.16
O 1.4493 -1.7244 -0.1202  -0.26
N 0.1334 -1.8902 0.3022  -0.18
C -0.3219 -0.6563 0.4134  0.27
N -1.5976 -0.1787 0.5560  -0.76
H -0.9450 1.4791 -0.8370  0.21
H -0.2337 1.9357 0.6438  0.36
H 2.7432 -0.2288 -0.6526  0.22
H -1.6504 0.7088 -0.3322  0.30
H -2.2652 -0.9518 0.4751  0.39

Results
Molar mass ... 99.1 u
Multiplicity ... 1
E_HOMO ... -9.503 eV

---

3.
Entry from the OMol25 dataset: a structure of composition C52H46Br3LiN9O13 in a non-equilibrium geometry (ωB97M-V/def2-TZVPD).

Each line ends with the Mulliken charge.
Atoms and positions in Å:
Li -24.1247 -1.9326 3.2584  0.77
C -22.2033 -1.0856 6.2490  0.61
O -22.2229 -0.4211 5.1918  -0.81
O -21.5633 -0.7787 7.2252  -0.77
O -22.8357 -2.1558 6.1263  -0.82
C -25.2455 -1.8676 11.3051  -0.37
Br -25.2822 -0.7892 13.0030  -0.04
Br -26.8784 -1.4248 10.2646  -0.02
Br -25.3354 -3.8206 11.7607  -0.03
H -24.3870 -1.5546 10.7108  0.45
C -19.7025 -7.3660 8.5905  -0.32
C -19.6512 -8.7107 8.7245  -0.51
C -18.3840 -9.2775 8.9633  -0.06
C -17.1839 -8.5503 9.1941  0.03
C -17.2813 -7.1048 8.9726  -0.28
C -18.5329 -6.5382 8.7244  -0.67
N -15.9132 -9.2060 9.5301  0.94
O -14.8409 -8.6053 9.4954  -0.57
O -15.9180 -10.4181 9.7446  -0.58
H -20.6305 -6.8505 8.3917  0.42
H -20.6026 -9.2159 8.6468  0.38
H -18.4290 -10.3260 9.2181  0.35
H -16.4529 -6.4276 9.1198  0.43
H -18.6856 -5.4691 8.7303  0.45
C -20.4121 -2.1848 15.6736  -0.51
C -20.3495 -2.8691 16.8307  -0.39
C -20.4124 -4.2364 16.8466  -0.38
C -20.4168 -4.9598 15.5966  0.22
C -20.4547 -4.2360 14.3658  -0.38
C -20.4511 -2.8484 14.4187  -0.43
N -20.4264 -6.4353 15.6616  0.83
O -20.8184 -7.0761 16.6831  -0.54
O -20.1461 -6.9869 14.5576  -0.53
H -20.4838 -1.1073 15.6592  0.38
H -20.2291 -2.4633 17.8243  0.36
H -20.4197 -4.8305 17.7484  0.42
H -20.4004 -4.7510 13.4180  0.49
H -20.5196 -2.3100 13.4850  0.47
C -26.2227 4.3990 10.2191  -0.35
C -27.4064 5.0724 10.5317  -0.47
C -28.4473 5.0272 9.5338  -0.22
C -28.2529 4.4135 8.3002  0.17
C -26.9649 3.8026 7.9935  -0.42
C -26.0593 3.7255 9.0321  -0.54
N -29.3362 4.3992 7.2292  0.92
O -30.3685 5.0708 7.4615  -0.58
O -29.1097 3.9229 6.1452  -0.56
H -25.4708 4.2741 10.9842  0.37
H -27.5596 5.5982 11.4626  0.38
H -29.4638 5.3508 9.7023  0.41
H -26.7926 3.3208 7.0425  0.46
H -25.1182 3.2423 8.8147  0.44
C -14.8416 -1.1459 4.0781  -0.36
C -13.7130 -1.8058 3.6661  -0.40
C -13.7508 -3.2334 3.5021  -0.33
C -15.0178 -3.8916 3.7387  0.34
C -16.1686 -3.1647 4.1495  -0.45
C -16.0426 -1.7740 4.3777  -0.70
N -15.1162 -5.3582 3.6695  0.89
O -16.1512 -5.7536 3.3048  -0.52
O -14.0424 -6.0064 3.7487  -0.59
H -14.7343 -0.0834 4.2388  0.36
H -12.8197 -1.2808 3.3614  0.37
H -12.8985 -3.7974 3.1532  0.41
H -17.0970 -3.6669 4.3779  0.46
H -16.9505 -1.2401 4.6165  0.50
C -15.0909 -0.6743 10.9038  -0.32
C -15.5825 -0.0681 12.0670  -0.49
C -14.7767 -0.0881 13.2081  -0.28
C -13.5940 -0.7905 13.2187  0.21
C -13.1325 -1.4911 12.0896  -0.35
C -13.8730 -1.3642 10.8849  -0.52
N -12.9049 -1.0044 14.5404  0.91
O -13.5341 -0.6529 15.5278  -0.57
O -11.7255 -1.3779 14.5734  -0.56
H -15.7574 -0.6631 10.0540  0.40
H -16.5997 0.2905 12.1231  0.40
H -15.1644 0.3428 14.1194  0.39
H -12.2568 -2.1218 12.1323  0.41
H -13.7145 -1.9303 9.9789  0.37
N -27.9028 -1.2162 2.3521  -0.51
C -28.5602 -1.7907 3.4083  -0.19
C -29.9266 -1.9789 3.3613  -0.40
C -30.5894 -1.7303 2.1700  -0.17
C -29.8861 -1.2405 1.1115  -0.36
C -28.5710 -0.9885 1.2187  -0.19
H -27.9886 -1.9343 4.3133  0.41
H -30.3538 -2.4768 4.2193  0.35
H -31.6606 -1.8671 2.1575  0.37
H -30.3155 -1.1724 0.1229  0.32
H -27.9476 -0.7296 0.3756  0.37
N -22.9611 -4.8309 0.7074  -0.44
C -22.5957 -4.6846 -0.6473  -0.22
C -22.1728 -5.7180 -1.4213  -0.28
C -22.1340 -6.9832 -0.9364  -0.16
C -22.4544 -7.2170 0.4047  -0.43
C -22.7426 -6.0921 1.1476  -0.16
H -22.5842 -3.7260 -1.1446  0.32
H -21.8981 -5.6427 -2.4630  0.32
H -21.8543 -7.8023 -1.5823  0.35
H -22.4064 -8.1954 0.8595  0.36
H -22.9539 -6.2158 2.1995  0.35
N -23.6927 3.5498 -1.1887  -0.57
C -24.4687 4.5658 -1.6517  -0.16
C -25.3453 5.2047 -0.7716  -0.38
C -25.2898 4.9385 0.5889  -0.13
C -24.3654 3.9801 1.0784  -0.52
C -23.6559 3.2466 0.1130  -0.19
H -24.4100 4.8022 -2.7039  0.37
H -25.8280 6.1491 -0.9749  0.31
H -25.8475 5.5861 1.2492  0.38
H -24.2353 3.7360 2.1224  0.43
H -22.9355 2.4765 0.3460  0.45
N -18.5974 7.1554 4.8606  -0.59
C -17.5245 6.9602 5.6409  -0.06
C -17.3048 5.8629 6.5030  -0.51
C -18.3377 4.8872 6.4429  -0.22
C -19.4648 5.0446 5.6256  -0.47
C -19.5491 6.2296 4.8912  -0.08
H -16.9205 7.8512 5.5536  0.39
H -16.4541 5.7635 7.1609  0.37
H -18.2615 4.0061 7.0626  0.40
H -20.2780 4.3350 5.6668  0.42
H -20.4321 6.2579 4.2701  0.36

Results
Molar mass ... 1251.6 u
Multiplicity ... 1
E_HOMO ... -1.601 eV
Charge ... -1

---

4.
Entry from the OMol25 dataset: a cluster of 5 separate species, C24H64BrN4O8 in total in a non-equilibrium geometry (ωB97M-V/def2-TZVPD).

Each line ends with the Mulliken charge.
Atoms and positions in Å:
Br -0.2201 -0.2224 0.2712  -0.68
C 2.3125 -1.3072 2.9721  -0.67
O 1.6578 -2.5263 2.6870  -0.37
C 2.3791 -3.5913 2.1576  -0.40
C 1.3239 -4.4624 1.5047  -0.80
N 0.6890 -3.6970 0.3469  0.19
H -0.2737 -4.0015 0.2243  0.45
H 0.6139 -2.7113 0.6606  -0.17
C 1.3527 -3.5557 -1.0045  0.43
C 2.1778 -4.7585 -1.3955  -0.84
O 1.4085 -5.9327 -1.3267  -0.34
C 0.4813 -6.1101 -2.3944  -0.49
H 2.3607 -0.7086 2.0548  0.16
H 3.3642 -1.4862 3.2203  0.47
H 1.7913 -0.7718 3.7549  0.23
H 2.9145 -4.2017 2.8876  0.43
H 3.1003 -3.2614 1.3996  0.31
H 0.4656 -4.7047 2.1233  0.46
H 1.7371 -5.3435 1.0143  0.40
H 2.0620 -2.7358 -0.8453  -0.29
H 0.6211 -3.1426 -1.6962  0.21
H 2.9888 -4.7787 -0.6637  0.35
H 2.6374 -4.6864 -2.3851  0.44
H 1.0109 -6.5653 -3.2341  0.30
H 0.0592 -5.1518 -2.7109  0.13
H -0.3081 -6.7843 -2.0777  0.26
C -4.9635 2.9202 2.0499  -0.80
O -3.7198 2.6114 1.3787  -0.09
C -2.9521 3.7821 1.1947  -0.85
C -1.4887 3.3573 1.0224  -0.36
N -1.0208 2.7517 2.3296  0.14
H -1.8223 2.2393 2.7086  0.34
H -0.3100 2.0483 2.0806  0.19
C -0.6169 3.8016 3.3226  -0.56
C 0.2541 3.3013 4.4633  -0.82
O 1.0792 2.2321 4.0051  -0.27
C 2.4127 2.3388 4.5105  -0.75
H -5.6702 3.4211 1.3835  0.33
H -4.8105 3.5560 2.9204  0.40
H -5.3746 1.9392 2.2786  0.16
H -3.0078 4.4692 2.0440  0.49
H -3.2988 4.3246 0.3119  0.43
H -0.8224 4.1738 0.7571  0.48
H -1.3539 2.5500 0.3021  0.02
H -1.5452 4.0253 3.8524  0.32
H -0.2414 4.6874 2.8229  0.46
H -0.3184 2.8631 5.2844  0.37
H 0.8032 4.1359 4.9031  0.49
H 2.4776 2.7026 5.5339  0.41
H 2.9249 3.0893 3.8942  0.36
H 2.9383 1.4128 4.3102  0.07
C -6.5991 -2.2601 1.4063  -0.78
O -5.4065 -1.8493 0.7346  -0.32
C -5.5953 -0.6221 0.0688  -0.34
C -4.2128 -0.0555 -0.1688  -0.72
N -3.3597 -1.0188 -0.9239  0.52
H -2.3557 -0.7937 -1.0205  -0.18
H -3.3203 -1.8258 -0.2905  0.45
C -3.8545 -1.3970 -2.3012  -0.45
C -2.8006 -1.1289 -3.3511  -0.83
O -1.6357 -1.8421 -3.0586  -0.19
C -0.6206 -1.5820 -4.0153  -0.84
H -6.4587 -3.2104 1.9184  0.27
H -7.4196 -2.4395 0.7114  0.33
H -6.8246 -1.5206 2.1756  0.32
H -6.0855 0.0385 0.7915  0.34
H -6.1486 -0.7261 -0.8696  0.36
H -3.7986 0.1143 0.8258  0.26
H -4.1248 0.9080 -0.6673  0.27
H -4.7759 -0.8622 -2.5126  0.36
H -4.0936 -2.4600 -2.3166  0.34
H -2.5520 -0.0567 -3.3517  0.35
H -3.2855 -1.3298 -4.3117  0.48
H -0.9424 -1.8410 -5.0238  0.41
H 0.3070 -2.1342 -3.8517  0.20
H -0.3287 -0.5330 -3.8779  0.25
C 1.6398 3.6442 -5.1908  -0.78
O 1.4260 3.0692 -3.8965  -0.34
C 2.1727 1.9171 -3.5897  -0.76
C 1.9119 1.5516 -2.1392  0.20
N 3.1823 1.8937 -1.3852  -0.04
H 3.5293 2.7763 -1.7617  0.44
H 2.9428 2.0015 -0.3940  0.37
C 4.2364 0.8190 -1.3339  -0.47
C 5.3921 1.2216 -0.4428  -0.74
O 4.9185 1.1466 0.8990  -0.25
C 5.7130 1.9688 1.7963  -0.78
H 1.1767 3.1159 -6.0196  0.30
H 2.7101 3.8251 -5.3072  0.35
H 1.1923 4.6314 -5.0956  0.26
H 3.2298 2.1396 -3.8021  0.41
H 1.9201 1.1204 -4.2985  0.44
H 1.6318 0.5129 -1.9806  -0.01
H 1.1150 2.1222 -1.6668  0.07
H 4.6308 0.4663 -2.2873  0.41
H 3.7123 -0.0410 -0.9179  0.08
H 5.9329 2.1432 -0.6657  0.52
H 6.1436 0.4330 -0.5631  0.40
H 5.2847 2.9704 1.8292  0.31
H 6.7664 1.9561 1.5326  0.39
H 5.5205 1.4873 2.7517  0.20

Results
Molar mass ... 616.7 u
Multiplicity ... 1
E_HOMO ... -16.263 eV
Charge ... +3